--- a ---
Molecular formula: C2HN3O3
Method: DFT, ωB97M-V with the def2-TZVPD basis set

Calculated values
SMILES = O=[N+]([O-])c1cnon1
LUMO level = -0.9 eV

Element x y z (Å)
C: 0.037 0.006 -0.042
C: -0.676 -0.668 -1.064
H: -0.985 -1.697 -1.147
N: 0.554 -0.599 1.256
N: -0.966 0.211 -1.977
N: 0.157 1.231 -0.386
O: -0.196 -1.412 1.724
O: 1.436 0.011 1.785
O: -0.414 1.372 -1.567

Atomic charges from the Mulliken analysis, expressed in e, are listed below: C 0.42; C -0.21; H 0.40; N 0.89; N -0.29; N -0.23; O -0.50; O -0.48; O -0.01

--- b ---
Molecular formula: C2HN3O3
Method: DFT, ωB97M-V with the def2-TZVPD basis set

Calculated values
LUMO level = -0.8 eV

Element x y z (Å)
C: 1.215 1.190 0.052
C: -1.473 0.283 -0.278
N: 1.819 2.168 0.090
N: 0.431 0.161 0.092
N: 0.624 -1.183 0.190
O: 1.737 -1.645 0.151
O: -1.925 1.020 0.491
O: -0.470 -1.709 0.286
H: -1.957 -0.286 -1.075

Atomic charges from the Mulliken analysis, expressed in e, are listed below: C 0.42; C 0.27; N -0.39; N -0.37; N 1.13; O -0.57; O -0.24; O -0.62; H 0.38

What are the relative energies? In kJ/mol: a 0.0; b 43.8.

--- a ---
Molecular formula: C8H15N2
Method: DFT, ωB97M-V with the def2-TZVPD basis set

Calculated values
Charge = +1
SMILES = CC(C)[NH2+][C@]12N[C@H]1[C@@H]1C[C@@H]12
LUMO level = -2.8 eV

Element x y z (Å)
C: -2.487 1.475 -0.006
C: -2.981 0.034 0.163
C: -1.728 0.583 0.860
C: -2.155 -0.885 -0.779
C: -0.836 -0.298 0.040
C: 2.798 0.760 -0.538
C: 2.122 -1.194 0.582
C: 1.730 0.191 0.405
N: -1.218 -1.703 -0.110
N: 0.499 0.187 -0.514
H: -2.110 1.734 -1.042
H: -3.077 2.220 0.533
H: -3.810 -0.513 0.773
H: -1.352 0.773 1.919
H: -2.135 -0.884 -1.867
H: 2.860 0.045 -1.412
H: 2.583 1.759 -0.947
H: 3.655 1.032 -0.017
H: 1.873 -1.801 -0.271
H: 1.426 -1.637 1.398
H: 3.117 -1.356 0.841
H: 1.672 0.917 1.270
H: -1.591 -2.150 0.735
H: 0.809 -0.395 -1.286
H: 0.334 1.106 -0.730

Atomic charges from the Mulliken analysis, expressed in e, are listed below: C -0.67; C -0.09; C -0.41; C -0.27; C -0.29; C -1.35; C -1.31; C 0.16; N -0.38; N 0.03; H 0.18; H 0.31; H 0.32; H 0.40; H 0.34; H 0.34; H 0.41; H 0.45; H 0.39; H 0.29; H 0.50; H 0.36; H 0.32; H 0.52; H 0.46

--- b ---
Molecular formula: C8H15N2
Method: DFT, ωB97M-V with the def2-TZVPD basis set

Calculated values
Charge = +1
SMILES = C=C(C)/[NH+]=C\N1CC[C@@H]1C
LUMO level = -3.4 eV

Element x y z (Å)
C: -0.069 -1.648 -0.356
C: -2.676 0.338 0.196
C: -2.480 -1.117 -0.139
C: -1.133 0.520 0.271
C: 1.761 -0.115 0.364
C: -0.483 1.582 -0.574
C: 2.862 0.338 -0.520
C: 1.642 0.261 1.644
N: -1.089 -0.860 -0.113
N: 1.223 -1.292 -0.231
H: -0.347 -2.591 -0.796
H: -3.087 0.749 -0.689
H: -3.212 0.577 1.154
H: -2.784 -1.750 0.739
H: -2.756 -1.422 -1.064
H: -1.247 2.428 -0.836
H: -0.063 1.077 -1.512
H: 0.416 1.980 -0.006
H: 3.332 -0.512 -0.797
H: 3.603 1.129 -0.178
H: 2.395 0.801 -1.400
H: -0.720 0.653 1.322
H: 2.119 1.117 2.006
H: 0.940 -0.244 2.297
H: 1.852 -1.997 -0.781

Atomic charges from the Mulliken analysis, expressed in e, are listed below: C 0.05; C -0.47; C -0.72; C -0.02; C 0.58; C -1.09; C -1.42; C -0.96; N 0.14; N -0.11; H 0.40; H 0.32; H 0.30; H 0.25; H 0.41; H 0.37; H 0.22; H 0.26; H 0.48; H 0.34; H 0.31; H 0.27; H 0.34; H 0.42; H 0.33

What are the relative energies? In kJ/mol: a 195.9; b 0.0.

--- a ---
Molecular formula: C19H18N2O4
Method: DFT, ωB97M-V with the def2-TZVPD basis set

Calculated values
SMILES = CC(C)=C(NC(=O)c1ccccc1)C(=O)Nc1ccc(C(=O)O)cc1
LUMO level = 0.5 eV

Element x y z (Å)
C: 0.147 -3.707 0.336
C: -1.030 -2.811 0.097
C: -0.976 -1.488 0.283
N: -2.102 -0.662 0.157
C: -1.982 0.666 -0.128
O: -0.907 1.165 -0.404
C: -3.249 1.443 -0.086
C: -3.165 2.789 0.261
C: -4.304 3.569 0.320
C: -5.538 3.015 0.016
C: -5.626 1.683 -0.353
C: -4.489 0.896 -0.402
H: -4.575 -0.134 -0.720
H: -6.585 1.255 -0.605
H: -6.429 3.623 0.058
H: -4.232 4.609 0.599
H: -2.193 3.201 0.486
H: -3.005 -1.049 0.385
C: 0.256 -0.758 0.766
O: 0.317 -0.318 1.890
N: 1.265 -0.749 -0.156
C: 2.515 -0.150 -0.067
C: 2.989 0.444 1.103
C: 4.249 0.999 1.126
C: 5.064 0.974 -0.006
C: 4.589 0.382 -1.175
C: 3.329 -0.173 -1.203
H: 2.961 -0.629 -2.111
H: 5.214 0.363 -2.055
C: 6.406 1.576 0.070
O: 6.880 2.092 1.053
O: 7.095 1.502 -1.086
H: 7.963 1.917 -0.966
H: 4.629 1.465 2.023
H: 2.359 0.471 1.977
H: 1.023 -1.093 -1.075
C: -2.301 -3.497 -0.321
H: -2.077 -4.476 -0.737
H: -2.835 -2.917 -1.070
H: -2.960 -3.642 0.536
H: 0.479 -4.154 -0.602
H: 0.979 -3.173 0.785
H: -0.143 -4.519 1.002

Atomic charges from the Mulliken analysis, expressed in e, are listed below: C -1.66; C 1.42; C -0.32; N -0.02; C 0.48; O -0.61; C 0.39; C -0.48; C -0.56; C -0.38; C -0.72; C -0.27; H 0.42; H 0.39; H 0.38; H 0.38; H 0.43; H 0.33; C 0.04; O -0.68; N 0.13; C 0.83; C -0.21; C -0.96; C 0.15; C -0.86; C -0.58; H 0.35; H 0.41; C 0.60; O -0.60; O -0.46; H 0.35; H 0.42; H 0.52; H 0.22; C -1.55; H 0.41; H 0.38; H 0.33; H 0.35; H 0.37; H 0.42

--- b ---
Molecular formula: C19H18N2O4
Method: DFT, ωB97M-V with the def2-TZVPD basis set

Calculated values
SMILES = C=CCNC(=O)c1ccccc1NC(=O)[C@H]1COc2ccccc2O1
LUMO level = 0.6 eV

Element x y z (Å)
C: 3.612 3.509 -1.510
C: 2.680 2.654 -1.134
C: 2.535 2.123 0.260
N: 2.539 0.674 0.279
C: 1.411 -0.035 0.493
O: 0.343 0.520 0.729
C: 1.546 -1.514 0.422
C: 2.737 -2.138 0.787
C: 2.870 -3.511 0.729
C: 1.804 -4.284 0.296
C: 0.607 -3.692 -0.054
C: 0.453 -2.308 0.019
N: -0.738 -1.676 -0.320
C: -1.868 -2.220 -0.824
O: -2.074 -3.399 -1.022
C: -2.971 -1.199 -1.163
O: -2.498 0.075 -1.536
C: -2.335 0.981 -0.512
C: -1.725 2.192 -0.810
C: -1.500 3.118 0.189
C: -1.876 2.839 1.493
C: -2.502 1.645 1.794
C: -2.745 0.714 0.795
O: -3.374 -0.465 1.120
C: -3.958 -1.097 0.010
H: -4.840 -0.531 -0.323
H: -4.264 -2.093 0.335
H: -2.805 1.405 2.800
H: -1.683 3.554 2.278
H: -1.017 4.053 -0.051
H: -1.424 2.374 -1.829
H: -3.496 -1.598 -2.039
H: -0.728 -0.676 -0.103
H: -0.226 -4.292 -0.378
H: 1.901 -5.358 0.241
H: 3.799 -3.977 1.023
H: 3.561 -1.543 1.153
H: 3.375 0.208 -0.033
H: 3.337 2.498 0.902
H: 1.566 2.426 0.671
H: 1.951 2.277 -1.839
H: 3.679 3.873 -2.521
H: 4.342 3.893 -0.816

Atomic charges from the Mulliken analysis, expressed in e, are listed below: C -0.79; C 0.01; C -0.59; N -0.20; C 0.65; O -0.67; C 0.27; C -0.56; C -0.83; C -0.56; C -0.60; C 0.32; N 0.32; C 0.37; O -0.70; C 0.18; O -0.44; C 0.13; C -0.73; C -0.71; C -0.49; C -0.69; C 1.01; O -0.48; C -0.63; H 0.31; H 0.44; H 0.44; H 0.41; H 0.45; H 0.50; H 0.43; H -0.09; H 0.55; H 0.42; H 0.41; H 0.48; H 0.29; H 0.38; H 0.21; H 0.26; H 0.27; H 0.26

What are the relative energies? In kJ/mol: a 0.0; b 126.6.

--- a ---
Molecular formula: C2H10NO
Method: DFT, ωB97M-V with the def2-TZVPD basis set

Calculated values
Charge = +1
LUMO level = -3.6 eV

Element x y z (Å)
O: 0.605 -1.853 1.388
H: 0.294 -2.205 2.199
H: -0.598 -0.551 0.979
H: 0.784 -2.656 0.818
C: 0.980 0.667 -1.102
C: -0.544 0.785 -0.798
N: -1.021 0.435 0.604
H: 1.625 -0.177 -0.591
H: 1.591 1.479 -0.754
H: 1.076 0.356 -2.185
H: -1.198 0.032 -1.370
H: -0.958 1.775 -1.050
H: -2.037 0.779 0.607
H: -0.600 1.133 1.255

Atomic charges from the Mulliken analysis, expressed in e, are listed below: O -0.69; H 0.33; H 0.38; H 0.36; C -0.97; C -0.39; N -0.38; H 0.27; H 0.35; H 0.31; H 0.32; H 0.35; H 0.39; H 0.37

--- b ---
Molecular formula: C2H10NO
Method: DFT, ωB97M-V with the def2-TZVPD basis set

Calculated values
Charge = +1
LUMO level = -3.3 eV

Element x y z (Å)
C: -1.248 -0.095 1.267
N: -0.138 0.062 0.286
C: -0.179 1.384 -0.440
H: -1.038 -1.032 1.858
H: -1.262 0.757 1.939
H: -2.234 -0.193 0.783
H: -0.163 -0.751 -0.375
H: 0.755 -0.063 0.799
H: -1.149 1.872 -0.257
H: -0.149 1.239 -1.526
H: 0.601 2.082 -0.155
H: 1.815 -2.503 -1.513
H: 2.622 -1.168 -1.459
O: 1.767 -1.592 -1.208

Atomic charges from the Mulliken analysis, expressed in e, are listed below: C -0.98; N -0.13; C -0.80; H 0.35; H 0.42; H 0.38; H 0.36; H 0.38; H 0.33; H 0.33; H 0.34; H 0.31; H 0.32; O -0.62

What are the relative energies? In kJ/mol: a 62.8; b 0.0.

--- a ---
Molecular formula: C2H10NO
Method: DFT, ωB97M-V with the def2-TZVPD basis set

Calculated values
Charge = +1
LUMO level = -3.3 eV

Element x y z (Å)
C: 1.674 0.349 1.176
C: 0.231 0.300 0.680
N: -0.036 -0.857 -0.270
H: 1.644 0.554 2.244
H: 2.143 -0.641 1.115
H: 2.288 1.038 0.618
H: -0.480 0.173 1.490
H: -0.080 1.187 0.151
H: 0.726 -0.953 -0.938
H: -0.926 -0.708 -0.781
H: -0.089 -1.730 0.251
H: -2.275 1.156 -1.598
H: -2.719 -0.081 -2.408
O: -2.101 0.213 -1.731

Atomic charges from the Mulliken analysis, expressed in e, are listed below: C -1.04; C -0.35; N -0.28; H 0.31; H 0.35; H 0.35; H 0.39; H 0.26; H 0.35; H 0.29; H 0.39; H 0.31; H 0.31; O -0.65

--- b ---
Molecular formula: C2H10NO
Method: DFT, ωB97M-V with the def2-TZVPD basis set

Calculated values
Charge = +1
LUMO level = -3.3 eV

Element x y z (Å)
C: -0.793 0.098 1.118
N: -0.792 0.229 -0.406
C: -1.308 -0.852 -1.270
H: 0.092 0.694 1.310
H: -1.675 0.475 1.617
H: -0.619 -0.919 1.456
H: 0.226 0.248 -0.533
H: -1.050 1.146 -0.759
H: -1.824 -1.687 -0.786
H: -0.548 -1.182 -1.971
H: -2.162 -0.578 -1.905
H: 3.212 0.101 -0.002
H: 2.786 0.972 1.219
O: 2.448 0.447 0.495

Atomic charges from the Mulliken analysis, expressed in e, are listed below: C -0.75; N -0.12; C -0.81; H 0.33; H 0.33; H 0.33; H 0.34; H 0.36; H 0.30; H 0.35; H 0.35; H 0.31; H 0.32; O -0.62

What are the relative energies? In kJ/mol: a 0.0; b 87.6.

--- a ---
Molecular formula: C22H28AgF6N3OPS
Method: DFT, ωB97M-V with the def2-TZVPD basis set

Calculated values
Expectation value of S² = 0.759
Charge = -2
LUMO level (alpha / beta) = 4.5 / 4.5 eV
Multiplicity = 2

Element x y z (Å)
Ag: -0.207 -0.038 0.042
O: -0.265 -0.061 2.012
S: -1.554 -2.012 -0.852
C: -2.960 -1.150 -0.884
N: -3.709 -1.081 0.282
C: -4.869 -0.409 0.380
C: -5.357 0.244 -0.703
C: -4.566 0.163 -1.876
N: -3.445 -0.484 -1.980
H: -3.318 -1.565 1.077
H: -5.359 -0.423 1.344
H: -6.276 0.806 -0.692
H: -4.925 0.686 -2.759
F: -1.435 1.806 -0.707
P: -2.241 3.220 -1.217
F: -3.511 3.847 -2.117
F: -1.461 4.634 -1.664
F: -1.805 3.792 0.271
F: -1.693 2.654 -2.666
F: -3.531 2.553 -0.400
C: 1.706 -4.915 -0.402
C: 2.512 -3.683 -0.747
C: 3.826 -3.803 -1.223
C: 4.537 -2.648 -1.521
C: 5.958 -2.736 -2.032
C: 3.959 -1.399 -1.357
C: 2.613 -1.213 -0.882
C: 1.944 -2.445 -0.587
N: 1.960 -0.055 -0.684
C: 2.656 1.212 -0.925
C: 3.064 1.430 -2.398
C: 3.699 2.815 -2.595
C: 2.673 3.893 -2.248
C: 2.242 3.729 -0.792
C: 3.456 3.895 0.122
C: 4.487 2.816 -0.209
C: 4.918 2.951 -1.674
C: 3.860 1.431 0.014
C: 1.655 2.329 -0.596
H: 2.284 -5.826 -0.577
H: 0.801 -4.968 -1.010
H: 1.410 -4.901 0.649
H: 4.281 -4.782 -1.351
H: 6.284 -3.775 -2.112
H: 6.646 -2.220 -1.356
H: 6.045 -2.280 -3.021
H: 4.571 -0.549 -1.608
H: 0.936 -2.386 -0.206
H: 2.181 1.326 -3.035
H: 3.774 0.679 -2.740
H: 4.012 2.930 -3.640
H: 1.803 3.805 -2.905
H: 3.097 4.894 -2.409
H: 1.490 4.483 -0.547
H: 3.151 3.809 1.169
H: 3.893 4.896 -0.004
H: 5.362 2.932 0.444
H: 5.660 2.182 -1.919
H: 5.401 3.925 -1.834
H: 3.529 1.329 1.052
H: 4.633 0.678 -0.132
H: 0.776 2.216 -1.228
H: 1.315 2.218 0.438

Atomic charges from the Mulliken analysis, expressed in e, are listed below: Ag 0.10; O -0.92; S -0.47; C 0.18; N 0.02; C -0.07; C -0.70; C 0.18; N -0.45; H 0.25; H 0.38; H 0.38; H 0.39; F 0.10; P 0.88; F -0.38; F -0.36; F -0.35; F -0.37; F -0.29; C -1.43; C 0.24; C -0.84; C -0.34; C -1.70; C 0.45; C -0.48; C -0.32; N -0.69; C 2.83; C -0.86; C 0.51; C -1.67; C 0.71; C -1.65; C 0.52; C -1.40; C -1.04; C -3.58; H 0.36; H 0.26; H 0.30; H 0.14; H 0.37; H 0.32; H 0.32; H 0.77; H 0.77; H 0.42; H 0.36; H 0.27; H 0.49; H 0.54; H 0.31; H 0.50; H 0.53; H 0.25; H 0.50; H 0.53; H 0.42; H 0.40; H 0.60; H 0.53

--- b ---
Molecular formula: C22H28AgF6N3OPS
Method: DFT, ωB97M-V with the def2-TZVPD basis set

Calculated values
Expectation value of S² = 0.759
Charge = -2
LUMO level (alpha / beta) = 4.3 / 4.3 eV
Multiplicity = 2

Element x y z (Å)
Ag: 2.110 0.089 0.078
O: 2.686 0.046 2.251
S: 4.421 -0.272 -0.621
C: 4.383 -1.774 0.188
N: 4.285 -1.711 1.554
C: 4.221 -2.781 2.330
C: 4.277 -4.021 1.741
C: 4.367 -4.058 0.357
N: 4.409 -2.986 -0.410
H: 4.127 -0.746 1.937
H: 4.098 -2.605 3.390
H: 4.222 -4.920 2.337
H: 4.396 -5.003 -0.179
F: 2.253 2.760 -0.406
P: 2.257 4.383 -0.772
F: 2.013 5.867 -1.444
F: 3.836 4.824 -0.583
F: 2.159 4.669 0.816
F: 2.689 3.858 -2.257
F: 0.628 4.278 -0.806
C: -0.110 -1.008 5.054
C: -0.878 -0.774 3.770
C: -2.284 -0.832 3.792
C: -2.957 -0.608 2.608
C: -4.467 -0.654 2.563
C: -2.258 -0.336 1.437
C: -0.833 -0.268 1.373
C: -0.177 -0.508 2.617
N: -0.110 -0.027 0.244
C: -0.772 0.194 -1.037
C: 0.331 0.439 -2.087
C: -0.224 0.695 -3.490
C: -1.119 1.933 -3.457
C: -2.247 1.705 -2.450
C: -3.070 0.482 -2.874
C: -2.170 -0.758 -2.935
C: -1.043 -0.516 -3.940
C: -1.574 -1.027 -1.547
C: -1.652 1.466 -1.058
H: -0.789 -1.206 5.889
H: 0.501 -0.137 5.305
H: 0.570 -1.859 4.958
H: -2.826 -1.044 4.711
H: -4.877 -0.877 3.550
H: -4.827 -1.421 1.869
H: -4.889 0.300 2.232
H: -2.861 -0.175 0.557
H: 0.999 -0.455 2.668
H: 0.990 -0.440 -2.110
H: 0.928 1.301 -1.773
H: 0.606 0.860 -4.185
H: -1.527 2.133 -4.457
H: -0.534 2.808 -3.160
H: -2.891 2.591 -2.421
H: -3.532 0.658 -3.854
H: -3.883 0.314 -2.157
H: -2.761 -1.627 -3.252
H: -1.451 -0.348 -4.946
H: -0.401 -1.403 -3.994
H: -0.899 -1.889 -1.574
H: -2.377 -1.284 -0.858
H: -2.462 1.395 -0.334
H: -1.029 2.309 -0.748

Atomic charges from the Mulliken analysis, expressed in e, are listed below: Ag 0.19; O -1.03; S -0.44; C 0.34; N 0.06; C -0.12; C -0.61; C 0.04; N -0.61; H 0.26; H 0.42; H 0.35; H 0.39; F -0.30; P 1.12; F -0.40; F -0.38; F -0.36; F -0.37; F -0.36; C -1.43; C 0.92; C -0.91; C -0.45; C -1.65; C 0.38; C -1.44; C -0.37; N -0.34; C 3.42; C -3.83; C 0.57; C -1.51; C 0.52; C -1.43; C 0.52; C -1.65; C -0.94; C -0.81; H 0.35; H 0.29; H 0.26; H 0.13; H 0.38; H 0.31; H 0.31; H 0.85; H 0.87; H 0.69; H 0.47; H 0.30; H 0.55; H 0.41; H 0.29; H 0.53; H 0.49; H 0.25; H 0.54; H 0.49; H 0.42; H 0.35; H 0.46; H 0.22

What are the relative energies? In kJ/mol: a 217.3; b 0.0.